The following is a DFT calculation (ωB97M-V with the def2-TZVPD basis set) of C2H4N4O in the gas phase.

```
11
Properties=species:S:1:pos:R:3:lowdin_charge:R:1
C 0.53753 0.90958 0.19099 -0.416
C -0.51904 -0.89441 -0.31516 -0.512
H 0.79721 2.63494 -0.39701 0.027
H 0.99579 2.59177 1.23176 0.123
H -1.08412 -2.59197 -0.71131 0.139
H -1.26526 0.88565 -0.91670 0.121
N 0.43985 2.29474 0.39508 0.122
N 1.31686 -0.07647 0.75117 0.076
N 0.43656 -1.22045 0.49917 0.044
N -0.40537 0.44717 -0.76539 0.179
O -1.50873 -1.71579 -0.57775 0.097
```

Net charge = 0
LUMO level = 0.68 eV
DFT total energy = -372.82288 hartree
HOMO energy = -8.78 eV
Kohn-Sham gap = 9.46 eV